(1)
14
Properties=species:S:1:pos:R:3:forces:R:3:lowdin_charge:R:1 method="wB97M-V/def2-TZVPD" spin_multiplicity=1 gap_ev=9.924 smiles="[H]/N=C/N(C=C)OC=O" de_lowest_ev=3.542
H 0.037555 -0.792251 2.973093 -0.28 -0.59 -0.03 0.06
N 0.201417 -1.131120 2.022753 -0.10 -0.59 1.56 0.13
C 0.311001 -0.103663 1.329965 0.23 0.72 -0.51 -0.27
N 0.728989 -0.171667 0.020115 -0.39 0.65 -2.11 -0.08
C 0.386207 0.874871 -0.869047 -0.19 0.42 -0.23 -0.16
C -0.139990 2.038608 -0.527128 -0.15 1.13 0.39 0.00
O 0.751508 -1.423792 -0.642253 0.19 0.04 0.51 0.01
C -0.477957 -1.920228 -1.023394 0.53 1.26 1.50 -0.30
O -1.498062 -1.343438 -0.891184 -0.72 0.30 -0.21 0.12
H 0.149980 0.939297 1.675666 0.32 -0.75 -0.33 0.13
H 0.584161 0.753187 -1.937726 0.11 -0.67 0.56 0.13
H -0.366148 2.789781 -1.276214 0.23 -0.29 -0.16 0.06
H -0.332864 2.412139 0.478828 -0.05 -0.46 -0.21 0.05
H -0.335797 -2.921725 -1.333474 0.27 -1.18 -0.74 0.13

***

(2)
14
Properties=species:S:1:pos:R:3:forces:R:3:lowdin_charge:R:1 method="wB97M-V/def2-TZVPD" spin_multiplicity=1 gap_ev=8.866 total_charge=+1 smiles="C=[N+]1CC(O)C1" de_lowest_ev=2.907
C -0.917237 0.370674 2.095907 3.28 -3.58 -4.99 0.27
N -0.479076 -0.036571 0.835116 0.33 2.01 2.60 -0.04
C -1.020958 -0.080398 -0.602194 0.33 -1.40 -0.59 0.01
C 0.441115 -0.342764 -1.339955 -0.97 1.55 5.29 -0.25
O 0.861828 0.852952 -1.859012 2.51 1.19 -1.85 -0.06
C 0.912833 -0.299176 0.261430 1.47 -1.76 -0.57 -0.03
H -0.232738 0.232996 2.962963 -0.24 0.57 -0.98 0.13
H -1.954363 0.404013 2.267024 -1.26 0.65 -0.10 0.09
H -1.702794 -0.938110 -0.705101 0.11 0.43 0.09 0.14
H -1.485281 0.854402 -0.843711 -0.23 0.43 -0.30 0.12
H 0.662749 -1.240648 -1.909367 -0.44 -0.07 0.12 0.15
H 1.874317 0.942678 -2.123181 -3.16 -0.85 0.82 0.19
H 1.391783 -1.254875 0.652618 -0.85 1.21 -0.16 0.15
H 1.647821 0.534826 0.307463 -0.88 -0.38 0.60 0.14

***

(3)
119
Properties=species:S:1:pos:R:3:forces:R:3:lowdin_charge:R:1 method="wB97M-V/def2-TZVPD" spin_multiplicity=1 gap_ev=7.851 total_charge=+2 de_lowest_ev=0.350
Ti 0.478784 -0.945839 0.377186 -0.15 0.02 -0.23 0.31
O 1.585636 -2.533487 -0.962607 0.06 0.26 0.15 -0.21
C 1.317358 -3.883535 -0.681065 -0.08 -0.10 -0.03 -0.28
C 2.304778 -4.837047 -0.566725 -0.09 0.02 0.02 0.02
C 1.903450 -6.126242 -0.232120 0.03 -0.02 0.00 -0.03
C 0.565994 -6.431014 -0.018498 0.01 0.02 -0.02 -0.04
C -0.406006 -5.447203 -0.138296 0.04 0.10 -0.03 -0.04
C -0.028721 -4.152647 -0.476354 0.10 -0.11 0.01 -0.27
P -1.072313 -2.693288 -0.685799 -0.14 0.20 0.18 1.07
C -1.156754 -2.467339 -2.473576 -0.06 -0.21 -0.08 -0.36
C -0.826188 -1.246866 -3.051693 0.09 0.10 0.10 -0.10
C -0.846847 -1.104390 -4.431621 -0.01 0.02 -0.07 -0.06
C -1.201416 -2.176857 -5.235477 0.00 -0.02 0.06 -0.05
C -1.522006 -3.403342 -4.663083 0.01 0.04 -0.02 -0.05
C -1.491319 -3.552780 -3.288191 -0.03 0.02 0.03 -0.07
C -2.703191 -3.109445 -0.047535 -0.04 -0.11 -0.12 -0.37
C -2.821246 -3.585636 1.260295 0.12 0.01 -0.01 -0.11
C -4.063622 -3.935294 1.756479 -0.04 0.00 0.01 -0.07
C -5.195604 -3.788754 0.964173 -0.01 0.00 0.00 -0.06
C -5.085054 -3.293407 -0.325814 -0.01 -0.01 0.03 -0.05
C -3.839768 -2.960892 -0.839206 0.03 0.05 0.00 -0.07
C 2.569532 -2.182908 -1.899414 0.00 -0.06 -0.12 -0.26
C 2.721998 -2.885880 -3.080121 0.03 0.10 0.08 0.01
C 3.698207 -2.452012 -3.965472 -0.01 -0.01 0.00 -0.03
C 4.481941 -1.340496 -3.674218 -0.03 -0.03 0.01 -0.04
C 4.293465 -0.645142 -2.491882 -0.04 -0.05 0.03 -0.05
C 3.321815 -1.064205 -1.582842 0.07 -0.04 -0.11 -0.27
P 2.992853 -0.317344 0.034153 -0.20 0.27 0.23 1.09
C 4.201611 -1.067059 1.143725 0.02 -0.16 -0.10 -0.35
C 3.827183 -2.172661 1.905133 -0.03 0.02 0.05 -0.11
C 4.776275 -2.867280 2.639530 0.04 0.01 0.02 -0.06
C 6.101565 -2.460976 2.618145 -0.01 0.04 -0.03 -0.05
C 6.481358 -1.365762 1.851792 0.00 -0.01 0.02 -0.05
C 5.539422 -0.676060 1.109144 0.14 0.12 -0.12 -0.08
C 3.402079 1.431585 -0.152112 0.04 0.00 -0.22 -0.37
C 4.037101 2.141596 0.861663 0.00 0.00 0.23 -0.10
C 4.347596 3.482772 0.679955 0.04 0.00 -0.08 -0.07
C 4.025307 4.118919 -0.510072 0.01 -0.01 0.05 -0.06
C 3.367724 3.420258 -1.514777 -0.03 0.02 0.01 -0.06
C 3.051761 2.083910 -1.337634 0.02 0.01 0.05 -0.11
H 3.346030 -4.596182 -0.731936 0.02 0.03 0.01 0.14
H 2.652714 -6.899066 -0.132401 0.01 -0.02 0.00 0.12
H 0.279321 -7.439110 0.242607 -0.01 -0.04 0.01 0.12
H -1.448748 -5.679632 0.029632 -0.03 -0.02 0.01 0.12
H -0.538899 -0.405113 -2.427103 -0.04 -0.07 -0.04 0.06
H -0.582146 -0.155956 -4.879263 -0.01 0.02 -0.01 0.11
H -1.224983 -2.064543 -6.309799 0.01 0.02 -0.05 0.12
H -1.794738 -4.240735 -5.289744 0.00 -0.02 -0.02 0.12
H -1.730700 -4.514554 -2.849956 -0.01 0.00 0.03 0.12
H -1.943107 -3.687179 1.888446 0.00 -0.01 -0.01 0.09
H -4.152011 -4.317153 2.763894 0.00 -0.01 0.03 0.12
H -6.165418 -4.059597 1.356625 -0.04 -0.02 0.01 0.12
H -5.966089 -3.177554 -0.940617 -0.03 0.00 -0.02 0.12
H -3.760097 -2.590814 -1.853056 0.02 0.00 -0.02 0.11
H 2.098126 -3.741284 -3.301840 -0.01 -0.02 0.00 0.14
H 3.843748 -2.986433 -4.894238 0.00 0.00 -0.01 0.12
H 5.237852 -1.016275 -4.374695 0.02 0.01 -0.02 0.12
H 4.895837 0.226722 -2.274101 0.02 0.01 0.02 0.12
H 2.794921 -2.496753 1.947878 -0.02 0.03 -0.04 0.04
H 4.477497 -3.719904 3.233269 -0.01 -0.02 0.02 0.12
H 6.841626 -2.994572 3.197292 0.02 -0.03 0.02 0.12
H 7.514860 -1.051130 1.825922 0.04 0.00 0.01 0.12
H 5.858013 0.165654 0.499646 -0.07 -0.11 0.07 0.11
H 4.302041 1.655559 1.796707 -0.03 0.03 -0.12 0.12
H 4.861959 4.022568 1.462530 0.00 0.03 0.03 0.12
H 4.286664 5.158048 -0.656080 0.01 0.02 0.00 0.12
H 3.105978 3.916200 -2.439620 0.01 0.01 -0.02 0.12
H 2.549043 1.546872 -2.133521 -0.01 -0.01 0.02 0.11
Br 0.187216 -1.504602 2.639083 -0.04 0.02 -0.08 0.32
N -0.361607 0.509424 0.020343 0.06 0.01 0.56 -0.26
P -1.147808 1.794227 0.730451 0.22 -0.44 -0.42 0.66
N -1.807155 2.635578 -0.503677 0.00 0.14 0.17 -0.20
C -2.528801 3.893580 -0.208532 -0.03 -0.07 0.14 -0.19
C -2.635331 4.721830 -1.476421 -0.01 0.07 0.01 -0.17
C -3.498545 4.008503 -2.525554 -0.01 0.02 -0.02 -0.18
C -3.416278 2.488518 -2.350662 -0.02 -0.06 -0.04 -0.17
C -2.050152 2.062850 -1.837278 0.06 -0.17 -0.09 -0.20
N -2.204714 1.200673 1.836304 0.01 0.30 0.07 -0.19
C -3.112826 0.125143 1.400899 0.05 -0.11 -0.14 -0.21
C -3.950248 -0.352245 2.574792 0.05 -0.07 -0.01 -0.17
C -4.888201 0.749586 3.077417 -0.04 0.00 0.00 -0.17
C -4.264891 2.130736 2.850837 -0.02 0.09 0.01 -0.17
C -2.749368 2.060360 2.921616 0.18 -0.03 0.00 -0.18
N -0.172917 2.811305 1.553710 -0.04 -0.12 0.08 -0.19
C 0.452895 2.352097 2.807868 0.04 -0.10 -0.05 -0.20
C 0.686918 3.524437 3.747152 0.01 -0.04 0.06 -0.16
C 1.510658 4.614234 3.072282 0.05 -0.02 0.06 -0.19
C 0.879453 5.018387 1.747879 0.00 0.06 -0.08 -0.16
C 0.657356 3.807440 0.856664 -0.02 -0.06 -0.15 -0.18
H -1.986410 4.436772 0.566587 0.00 -0.01 0.00 0.11
H -3.526488 3.672787 0.189887 0.01 0.05 -0.03 0.12
H -1.625931 4.893994 -1.858856 0.01 0.00 -0.01 0.11
H -3.045636 5.701721 -1.233897 -0.01 0.00 0.00 0.12
H -3.170189 4.292740 -3.525842 0.02 -0.01 0.00 0.11
H -4.537103 4.329297 -2.441006 -0.01 0.00 0.01 0.12
H -3.620704 1.975177 -3.291048 0.01 0.01 -0.01 0.12
H -4.173674 2.143324 -1.641498 0.00 0.00 0.02 0.11
H -1.262855 2.389418 -2.526830 -0.02 -0.01 -0.03 0.13
H -1.999079 0.976566 -1.768294 -0.01 0.07 -0.02 0.07
H -2.514614 -0.697398 1.006216 -0.05 0.06 0.03 0.05
H -3.764542 0.480193 0.590020 -0.03 -0.05 -0.01 0.13
H -3.268678 -0.673287 3.367367 0.01 0.00 0.00 0.12
H -4.510310 -1.235836 2.272718 -0.02 0.00 -0.02 0.10
H -5.096302 0.596633 4.136522 0.01 0.01 0.02 0.12
H -5.848479 0.691980 2.562640 0.01 0.00 -0.01 0.12
H -4.622287 2.848180 3.589806 -0.01 0.00 0.00 0.12
H -4.555725 2.524466 1.872860 0.01 0.00 0.00 0.10
H -2.436536 1.642984 3.884409 -0.03 0.01 0.00 0.13
H -2.301939 3.049751 2.844338 -0.04 0.01 -0.01 0.10
H 1.413743 1.867797 2.563305 -0.08 0.07 0.03 0.12
H -0.180770 1.595511 3.265448 0.01 0.00 0.03 0.08
H 1.191169 3.158322 4.642677 0.00 0.00 0.02 0.12
H -0.276993 3.928540 4.069115 -0.03 0.00 -0.04 0.12
H 2.524647 4.240839 2.892127 -0.01 -0.01 -0.01 0.10
H 1.607189 5.477417 3.730387 0.00 0.02 0.00 0.12
H 1.515343 5.729018 1.217149 0.02 0.01 -0.01 0.12
H -0.075132 5.520507 1.928907 -0.04 -0.01 0.00 0.12
H 1.617965 3.344686 0.606887 -0.03 0.05 0.01 0.09
H 0.170649 4.081848 -0.078885 0.03 0.02 0.03 0.11

***

(4)
17
Properties=species:S:1:pos:R:3:forces:R:3:lowdin_charge:R:1 method="wB97M-V/def2-TZVPD" spin_multiplicity=1 gap_ev=10.544 smiles="CNCC(N)=O.O" de_lowest_ev=1.752
C -2.056262 -0.120371 0.349469 1.06 1.75 -0.13 -0.10
N -0.513877 0.130867 0.297098 -2.15 -0.95 -0.03 -0.17
C 0.174126 -1.207567 0.434806 -0.25 2.24 0.54 -0.13
C 1.684730 -0.856856 0.546830 -1.88 -2.80 -1.65 -0.57
N 2.176551 -0.293493 -0.573369 1.53 1.88 -1.22 0.16
O 2.319515 -1.441972 1.382631 1.17 0.49 1.05 0.06
H -2.553803 0.965231 0.566678 0.85 -2.96 -0.72 0.12
H -2.398119 -0.648633 -0.611551 0.49 1.25 1.29 0.09
H -2.205156 -0.839568 1.171238 -0.48 0.51 -0.09 0.05
H -0.270494 0.690880 1.135316 -0.28 -0.61 -0.56 0.12
H -0.158296 -1.647123 1.387781 0.35 -0.23 -0.34 0.11
H -0.068697 -1.892920 -0.410878 0.34 0.73 0.50 0.13
H 1.672934 0.318229 -1.239329 -0.12 -0.75 1.10 0.11
H 3.188130 -0.107235 -0.614479 -0.77 -0.33 0.34 0.12
O 0.018050 2.408042 -1.318132 -0.99 -0.83 0.51 -0.17
H -0.318460 1.571988 -0.776962 0.32 1.95 -1.50 0.02
H -0.690871 2.970504 -1.727151 0.79 -1.35 0.90 0.04